No. 1
{
  "formula": "C14H21Cl3I2N3O2",
  "method": "the ωB97M-V functional and the def2-TZVPD basis",
  "elements": ["C", "C", "I", "C", "I", "C", "N", "C", "Cl", "C", "C", "Cl", "N", "C", "C", "C", "C", "Cl", "N", "O", "C", "C", "C", "O", "H", "H", "H", "H", "H", "H", "H", "H", "H", "H", "H", "H", "H", "H", "H", "H", "H", "H", "H", "H", "H"],
  "coordinates": [[-2.90516, -1.62928, -1.47164], [-3.70736, -1.04739, -0.15949], [-5.92847, -1.24445, -0.24383], [-3.03328, -0.41570, 1.04528], [-4.37782, 0.32593, 2.61064], [-1.36909, -0.30849, 1.14541], [-0.39763, -1.50567, 1.07497], [-0.75389, -2.97098, 0.94792], [-0.67017, -3.66060, 2.70652], [0.30169, -3.87137, 0.07412], [-0.23156, -4.08464, -1.48349], [0.25574, -5.59788, 0.84335], [0.85084, -0.87498, 1.18000], [0.87704, 0.64148, 1.34273], [2.12662, 1.68498, 1.49638], [3.26071, 1.20629, 0.36351], [4.34530, 0.12547, 0.94904], [4.22393, 2.62875, -0.34884], [-0.58654, 1.00554, 1.32315], [-1.26464, 2.14807, 1.44692], [-0.83734, 3.20452, 0.53505], [-0.45123, 2.75820, -0.98431], [0.63911, 3.90124, -1.53600], [-1.62003, 2.86433, -1.87835], [-1.79788, -1.23378, -1.57767], [-3.49334, -1.48754, -2.49450], [-2.81103, -2.81062, -1.32975], [-1.86513, -3.17624, 0.60251], [1.42049, -3.53539, 0.14315], [0.54328, -4.79500, -2.01913], [-1.24543, -4.67803, -1.43134], [-0.38275, -3.05986, -2.03919], [2.62164, 1.60826, 2.56001], [1.89194, 2.80104, 1.24207], [2.68658, 0.68919, -0.54010], [3.83896, -0.44416, 1.83679], [5.30892, 0.73935, 1.26149], [4.70845, -0.61165, 0.08884], [-1.76295, 3.95375, 0.43483], [-0.00368, 3.85652, 1.08722], [0.09695, 1.73444, -1.10346], [1.72810, 3.43277, -1.67808], [0.78741, 4.76210, -0.72933], [0.26629, 4.44189, -2.51651], [-1.28356, 2.52960, -2.77688]],
  "forces_ev_per_angstrom": [[-0.1611, -0.9469, 0.2514], [2.7836, 1.5248, 2.1547], [2.3490, 0.0955, -0.0875], [-0.4445, -1.7698, -3.6384], [1.7274, -0.4092, -0.9136], [0.2255, -0.3936, -0.2519], [-2.1996, 8.7244, 0.1826], [0.5749, -1.6902, 1.0639], [-0.5358, 1.6500, -1.0861], [-0.3298, -0.4910, -0.9352], [0.2615, -0.4067, 0.7312], [0.3710, 1.3389, -1.4785], [1.0956, 3.1587, 0.3262], [-4.0307, -3.8991, -0.2422], [1.2162, -0.9203, -0.9262], [-0.3222, -1.7166, -0.2917], [0.2409, 0.5936, -0.4713], [-1.1504, -1.0113, 0.7255], [1.1480, -7.2766, -0.7598], [-0.0429, 0.3012, -0.1722], [-0.0686, 2.3195, -1.3210], [1.4986, 1.8582, -0.8825], [0.8086, 0.4637, 0.7609], [1.8529, -1.4631, -0.1363], [-2.3858, -0.4844, 0.3904], [1.1768, -0.0151, 2.4637], [-0.3501, 2.5193, -0.3093], [2.4559, 1.1190, 0.6774], [-2.3958, -0.3706, -0.0111], [-1.5845, 1.7219, 0.9944], [1.9523, 1.2809, -0.0955], [0.4788, -2.0879, 1.0599], [-1.2610, 0.0821, -2.0456], [-0.1942, -2.3528, 0.6002], [1.1972, 1.3845, 1.9027], [1.2203, 0.9232, -1.7070], [-2.1501, -1.4308, -0.2681], [-1.0235, 1.5590, 1.9385], [1.8683, -1.9531, 0.3049], [-1.5837, -1.7580, -1.4243], [-1.2947, 1.6124, 0.5684], [-2.4810, 0.9877, 0.1365], [-0.3915, -1.7580, -1.7090], [0.7151, -1.4216, 1.9945], [-0.8369, 0.8085, 1.9362]],
  "total_charge": 1,
  "orbital_gap_ev": 7.4,
  "relative_energy_kj_mol": 1100.0,
  "e_tot_ev": -77172.79422,
  "homo_ev": -11.961,
  "lumo_ha": -0.1667
}

=====

No. 2
{
  "formula": "C14H21ClN2O4",
  "method": "the ωB97M-V functional and the def2-TZVPD basis",
  "elements": ["O", "O", "Cl", "O", "O", "C", "C", "C", "C", "C", "C", "C", "C", "N", "N", "C", "C", "C", "C", "C", "C", "H", "H", "H", "H", "H", "H", "H", "H", "H", "H", "H", "H", "H", "H", "H", "H", "H", "H", "H", "H", "H"],
  "coordinates": [[2.96672, 1.71286, 2.41684], [2.05732, -1.19168, -1.55426], [-1.60887, -0.15915, -4.72222], [-4.24642, -1.28844, 0.45676], [2.56784, 2.34806, -0.10708], [2.28446, 0.73275, 2.67442], [2.50822, -0.64100, -0.55760], [-1.67452, -0.36998, -2.00386], [-2.30392, -0.63034, -0.77966], [-3.72726, -0.88921, -3.16206], [-2.38797, -0.49329, -3.19687], [-3.64538, -1.02621, -0.74497], [-4.36646, -1.15876, -1.94220], [3.79223, -0.86743, -0.25537], [1.56694, 0.05339, 1.77608], [2.19432, 0.24530, 4.10051], [-5.80900, -1.59864, -1.92953], [4.63103, -0.30046, 0.79432], [0.24363, 2.41412, 0.39076], [1.52077, 0.18036, 0.29423], [1.37977, 1.61699, -0.25004], [-3.62638, -1.14731, 1.18656], [2.80393, 2.31943, 0.83925], [-0.62943, -0.07791, -2.04976], [-1.74682, -0.53012, 0.14340], [-4.26769, -0.98813, -4.09835], [4.25671, -1.45794, -0.92835], [1.04819, -0.72200, 2.15393], [2.56108, -0.77735, 4.16116], [1.16037, 0.29238, 4.43563], [2.80680, 0.88844, 4.73224], [-5.87323, -2.66270, -1.68395], [-6.27727, -1.43791, -2.90506], [-6.37425, -1.03234, -1.18307], [4.57646, 0.78910, 0.77242], [5.66940, -0.58948, 0.62535], [4.32694, -0.67470, 1.77118], [0.43365, 2.57107, 1.45163], [0.17443, 3.38578, -0.09878], [-0.70015, 1.88746, 0.26003], [0.56799, -0.27280, 0.03374], [1.16579, 1.54776, -1.31740]],
  "forces_ev_per_angstrom": [[0.1658, 0.2864, -0.0672], [-0.5625, 0.4120, -0.0808], [-0.1331, -0.0558, 0.2457], [-0.3366, -0.0879, -0.0988], [0.4994, 0.0489, -0.5947], [0.3931, 0.6500, 0.7374], [-0.2817, -0.7646, -0.3370], [-0.1749, -0.0036, -0.0558], [-0.2071, -0.0164, -0.9862], [0.4394, 0.1061, 0.4555], [-0.2924, -0.1542, 0.6633], [0.8701, 0.2515, -0.1919], [-0.0352, 0.0367, -0.2018], [1.0528, 0.2145, 0.7251], [-0.1308, -0.5844, -1.0489], [0.0516, 0.0350, -0.0742], [0.0666, 0.1165, 0.0796], [-0.2655, 0.2422, -0.1753], [-0.0591, -0.4949, -0.1048], [-0.5086, 0.2903, 0.2480], [0.1598, 0.7129, 0.6122], [-0.1216, -0.0034, -0.3782], [0.0331, 0.0446, -0.0035], [-0.0968, -0.0874, 0.0882], [0.0219, 0.0041, 0.0744], [-0.0356, -0.0051, 0.1695], [-0.2227, 0.0418, -0.0607], [0.0085, -0.0779, -0.1357], [-0.0823, -0.1269, 0.1281], [-0.0711, -0.1354, 0.1187], [-0.0946, -0.0825, -0.1397], [-0.1135, 0.1087, 0.0473], [0.1337, -0.0515, 0.1395], [0.0351, -0.1804, -0.0489], [0.0293, -0.1353, 0.1663], [-0.1849, -0.0629, -0.0802], [0.1035, 0.0808, 0.0968], [-0.0289, 0.0121, 0.0603], [0.0438, -0.0848, 0.0277], [-0.2367, 0.0405, 0.0815], [-0.0149, -0.2781, -0.0428], [0.1838, -0.2627, -0.0580]],
  "total_charge": 0,
  "orbital_gap_ev": 8.5,
  "smiles": "CNC(=O)[C@@H](NC(C)=O)[C@@H](C)O.Cc1cc(Cl)ccc1O",
  "e_tot_ev": -38552.22498,
  "homo_ev": -8.458,
  "lumo_ha": 0.0032
}